[1]
Here is C35H45BrCl3N8O3PtS as an isolated structure in a non-equilibrium geometry from the Open Molecules 2025 dataset. Energies are from the ωB97M-V functional and the def2-TZVPD basis.

Results
Strongest force on any atom = 1.52 eV Å⁻¹
Total charge = +3
ΔE to the lowest compared entry with this formula, charge and spin = 45.8 kcal/mol
Orbital gap (alpha / beta) = 8.03 / 4.89 eV
2S+1 = 5
E_HOMO (alpha / beta) = -15.6 / -15.5 eV

Last column: Mulliken charge in e.
Geometry (Å):
1 Pt 0.3706 -0.0097 -0.2188  2.34
2 Br -7.4066 1.1876 -0.6469  -0.12
3 Cl 0.2419 -5.2102 -0.1443  -0.05
4 Cl 2.9446 -0.6513 -0.7608  0.01
5 Cl 5.6045 -5.2757 -0.2630  -0.07
6 S 1.0276 2.2536 -0.4517  -0.55
7 O 0.5809 -2.3354 -0.4084  -0.49
8 O -2.1409 1.2704 -0.4099  0.62
9 O -1.9061 -1.3402 -0.4264  -0.46
10 N 2.4081 2.0857 -2.7338  -0.01
11 N -3.3117 -3.9540 -0.3208  0.44
12 N 0.7028 0.9221 4.2523  0.23
13 N 0.4336 -1.4283 4.0756  0.21
14 N -1.4659 -0.0079 4.0001  0.24
15 N 3.6282 2.5591 -0.8415  0.20
16 N 0.0615 -0.0327 2.1413  -0.03
17 N -5.5154 -3.7415 -0.5423  -0.55
18 C -4.3584 -3.0895 -0.4698  0.47
19 C 1.6762 -2.9645 -0.4219  -0.34
20 C 4.1536 -3.0196 -0.4934  -0.82
21 C -5.5595 -7.4024 -0.2933  -0.59
22 C -3.8453 -5.2247 -0.2551  0.90
23 C 2.4789 2.2715 -1.4247  -0.31
24 C -4.3352 -1.6431 -0.5285  0.73
25 C 0.5596 -1.3354 2.6417  -0.52
26 C -2.2654 2.6856 -0.3216  -0.88
27 C -6.1269 -6.1531 -0.3809  -0.68
28 C 0.5661 3.2400 -3.9252  -0.40
29 C 1.2063 -0.3660 4.7065  -0.64
30 C -4.5618 1.1514 -0.4930  -0.50
31 C -0.9663 -1.2961 4.4575  -0.61
32 C -0.6965 1.0542 4.6343  -0.67
33 C -4.1719 -7.5685 -0.1982  -0.52
34 C 1.7347 -4.3957 -0.2749  0.23
35 C 4.5096 5.5066 -0.6195  -0.98
36 C 2.9626 -2.3445 -0.5516  0.60
37 C 1.1916 1.9047 -3.5074  -0.62
38 C 2.9187 -5.0911 -0.2309  -0.69
39 C 3.8521 2.7204 0.5855  -0.39
40 C 5.1177 3.5288 0.8689  -1.13
41 C -3.2913 -6.4831 -0.1944  -0.59
42 C -3.3027 0.5676 -0.4617  0.06
43 C 4.8977 5.0392 0.7757  -0.47
44 C -5.6997 0.3488 -0.5619  -0.95
45 C 4.1419 -4.4140 -0.3326  0.24
46 C 0.8612 5.3813 -5.2309  -1.37
47 C -1.3508 0.0955 2.5655  -0.37
48 C -5.5947 -1.0255 -0.5758  -0.93
49 C -5.2573 -5.0444 -0.3924  0.50
50 C 1.5121 4.0815 -4.7827  -0.36
51 C -3.1800 -0.8380 -0.4935  0.34
52 C 0.8335 1.0348 2.8211  -0.61
53 H -6.4734 -1.6493 -0.6267  0.71
54 H 1.1132 -0.4385 5.7913  0.33
55 H -0.0284 5.1860 -5.8275  0.36
56 H 2.2578 -0.4666 4.4307  0.30
57 H 0.2778 3.8096 -3.0387  0.16
58 H 5.4559 3.2878 1.8762  0.35
59 H 2.9850 3.2291 1.0154  0.55
60 H 0.4800 1.3155 -2.9084  -0.13
61 H 1.8119 3.5072 -5.6637  0.32
62 H 4.4591 6.5911 -0.6410  0.41
63 H -0.7917 0.9816 5.7189  0.33
64 H 4.4560 2.6836 -1.4143  0.33
65 H 3.9359 1.7234 1.0367  0.10
66 H -4.6892 2.2202 -0.4877  0.61
67 H -1.9333 -0.6998 2.0969  -0.18
68 H 2.9177 -6.1650 -0.1140  0.53
69 H -1.7399 -2.0171 -1.0979  0.21
70 H -0.0214 -2.1341 2.1730  0.07
71 H -1.5469 -2.0990 3.9989  0.28
72 H -1.2531 3.0829 -0.3367  0.00
73 H -2.7600 2.9668 0.6106  0.48
74 H 5.9130 3.2245 0.1844  0.40
75 H -2.8223 3.0889 -1.1698  0.38
76 H 1.6146 -1.4423 2.3711  0.19
77 H 1.4622 1.3370 -4.3993  0.57
78 H -0.3361 3.0238 -4.4995  0.51
79 H 4.1281 5.3410 1.4891  0.32
80 H -3.7650 -8.5665 -0.1274  0.47
81 H -1.7279 1.0683 2.2446  0.20
82 H -1.0579 -1.3629 5.5432  0.35
83 H 3.5301 5.1274 -0.9080  0.13
84 H 5.2477 5.1881 -1.3539  0.27
85 H -2.3309 -3.7457 -0.1954  -0.11
86 H 2.4174 4.3222 -4.2162  0.23
87 H 1.8890 0.9430 2.5487  0.16
88 H -7.1929 -5.9993 -0.4078  0.49
89 H -1.0733 2.0248 4.3075  0.32
90 H 3.2492 2.2205 -3.2839  0.34
91 H 1.5555 5.9630 -5.8313  0.38
92 H 5.0933 -2.4932 -0.5708  0.54
93 H -2.2228 -6.6327 -0.1760  0.30
94 H 0.5608 5.9826 -4.3737  0.34
95 H 5.8194 5.5404 1.0744  0.38
96 H 0.4553 2.0081 2.4945  0.16
97 H -6.1863 -8.2792 -0.2788  0.44

[2]
Here is an isolated ion of composition C7H11O3 and charge -1 in a non-equilibrium geometry from the Open Molecules 2025 dataset. Energies are from the ωB97M-V functional and the def2-TZVPD basis.

Results
Strongest force on any atom = 3.00 eV Å⁻¹
Total charge = -1
ΔE to the lowest compared entry with this formula, charge and spin = 16.2 kcal/mol
SMILES = CC(=O)[C@H](C)C/C=C(\[O-])O
Orbital gap = 6.22 eV
E_HOMO = -2.5 eV

Last column: Mulliken charge in e.
Geometry (Å):
1 O -2.6272 0.9440 -0.8715  -0.67
2 O 2.0674 -1.0844 -1.3602  -0.74
3 O 3.5300 -1.2120 0.4431  -0.54
4 C 2.4156 -0.5888 -0.2839  0.54
5 C 0.4736 0.9646 -0.0390  -0.48
6 C 1.7373 0.3786 0.4801  -0.85
7 C -1.4207 0.7206 1.7333  -1.46
8 C -1.6841 0.1587 -0.6664  0.26
9 C -0.7227 0.1482 0.4703  0.85
10 C -1.3196 -0.8181 -1.7821  -1.31
11 H -1.9415 1.6994 1.4792  0.28
12 H -2.0677 -1.5446 -1.5744  0.41
13 H 2.1114 0.5903 1.5382  0.13
14 H -1.4749 -0.3071 -2.6814  0.32
15 H 3.7548 -1.9526 -0.0960  0.27
16 H -0.4221 -1.2960 -1.6294  0.34
17 H 0.4950 1.1220 -1.1685  0.35
18 H -2.1666 -0.1299 2.0645  0.32
19 H -0.8351 0.9984 2.5882  0.42
20 H -0.3481 -0.8135 0.8430  0.30
21 H 0.4451 2.0221 0.5128  0.25

[3]
Here is CH2ClNOS2 as an isolated structure in a non-equilibrium geometry from the Open Molecules 2025 dataset. Energies are from the ωB97M-V functional and the def2-TZVPD basis.

Results
Strongest force on any atom = 3.74 eV Å⁻¹
Total charge = 0
ΔE to the lowest compared entry with this formula, charge and spin = 50.0 kcal/mol
Orbital gap = 8.09 eV
E_HOMO = -8.7 eV

Last column: Mulliken charge in e.
Geometry (Å):
1 Cl -3.4350 0.8463 0.4777  -0.11
2 S -1.3250 -0.9103 -0.3657  0.16
3 S 1.6307 0.9309 -0.6749  -0.09
4 O 0.6063 -0.9497 0.8214  -0.46
5 N -2.0434 0.3890 -0.5154  -0.17
6 C 1.5825 -0.4117 0.3586  0.26
7 H 2.6639 -0.9118 0.6383  0.26
8 H 0.3199 1.0172 -0.7400  0.15

[4]
Here is the molecule C4H5N3O in a non-equilibrium geometry from the Open Molecules 2025 dataset. Energies are from the ωB97M-V functional and the def2-TZVPD basis.

Results
Strongest force on any atom = 8.60 eV Å⁻¹
Total charge = 0
ΔE to the lowest compared entry with this formula, charge and spin = 84.8 kcal/mol
SMILES = C/N=C1/C=NC(=O)N1
Orbital gap = 7.96 eV
E_HOMO = -9.8 eV

Last column: Mulliken charge in e.
Geometry (Å):
1 O -3.0498 -1.0115 0.2577  -0.52
2 N 1.3622 0.6103 0.1174  -0.47
3 N -2.2583 1.1061 -0.0653  -0.52
4 N -0.8542 -0.5586 -0.2149  -0.11
5 C -0.9928 1.5578 0.0525  -0.11
6 C 0.0196 0.4629 0.0956  0.65
7 C 2.0685 -0.5727 0.0113  -0.73
8 C -2.2419 -0.1664 -0.1404  0.52
9 H 1.8604 -1.3874 -0.8505  0.25
10 H -0.7206 -1.4749 -0.2193  0.13
11 H 3.2523 -0.1823 -0.1217  0.26
12 H 2.2483 -1.0511 1.0513  0.29
13 H -0.6938 2.6677 0.0261  0.36

[5]
Here is the molecule C5H13NS from the Open Molecules 2025 dataset. Energies are from the ωB97M-V functional and the def2-TZVPD basis.

Results
Strongest force on any atom = 0.85 eV Å⁻¹
Total charge = 0
ΔE to the lowest compared entry with this formula, charge and spin = 7.7 kcal/mol
SMILES = CCN[C@@H](C)CS
Orbital gap = 9.71 eV
E_HOMO = -8.8 eV

Last column: Mulliken charge in e.
Geometry (Å):
1 S -2.0393 -1.3959 1.0389  -0.21
2 N 0.9371 0.2690 -1.1631  -0.38
3 C -0.0401 0.2335 -0.0802  0.38
4 C 2.8987 0.4308 0.3938  -1.20
5 C -0.7315 1.5786 0.1196  -1.48
6 C 2.2253 0.9163 -0.8797  -0.34
7 C -1.0128 -0.8968 -0.3827  -0.88
8 H 2.5759 -0.5702 0.6618  0.34
9 H 0.0073 2.3784 0.1274  0.38
10 H 2.6060 1.0573 1.2432  0.30
11 H 0.5578 0.7592 -1.9719  0.26
12 H -2.4672 -0.1820 1.4055  0.09
13 H 2.1131 2.0046 -0.8157  0.27
14 H -1.7172 -0.5991 -1.1601  0.32
15 H -1.4224 1.7708 -0.7108  0.31
16 H 3.9888 0.4412 0.3528  0.35
17 H 0.5072 -0.0192 0.8202  0.28
18 H 2.8745 0.7115 -1.7261  0.39
19 H -1.2746 1.6591 1.0608  0.41
20 H -0.4061 -1.7406 -0.6809  0.41